# 1
The following is a DFT calculation (wB97M-V/def2-TZVPD) of a molecular structure, C23H44N2O7P2Sr.

Element x y z (Å)
1 Sr -0.50169 1.10006 -0.97421
2 C -1.37391 1.55232 2.33182
3 C -0.20416 2.33734 2.28505
4 C -0.32410 3.20423 1.15420
5 C -1.58864 2.92138 0.56386
6 C -2.23344 1.89503 1.28276
7 C -3.62234 1.33540 1.03866
8 C -3.62755 -0.18920 1.19921
9 C -4.60010 1.93976 2.05838
10 C -4.12064 1.68039 -0.36576
11 C 0.56369 4.33074 0.60213
12 C 1.04447 5.28660 1.70100
13 C -0.22620 5.20325 -0.38703
14 C 1.77178 3.79319 -0.18427
15 C 0.88310 2.14054 3.34097
16 C 2.31153 2.18634 2.78351
17 C 0.73760 3.17095 4.47258
18 C 0.70676 0.75754 3.99040
19 H -1.57491 0.77579 3.05251
20 H -2.06836 3.54672 -0.17737
21 H -3.30095 -0.47791 2.19904
22 H -2.95394 -0.66844 0.48135
23 H -4.63114 -0.59105 1.04060
24 H -4.30100 1.67574 3.07383
25 H -5.61858 1.57843 1.89222
26 H -4.60129 3.02788 1.98354
27 H -3.46499 1.29612 -1.15869
28 H -4.21607 2.75736 -0.50677
29 H -5.09967 1.22909 -0.54080
30 H 0.19761 5.61504 2.30553
31 H 1.50722 6.16988 1.25365
32 H 1.77815 4.83878 2.36617
33 H -1.09195 5.66193 0.09171
34 H -0.57425 4.64090 -1.25710
35 H 0.42096 5.99843 -0.76124
36 H 2.43829 3.18848 0.42466
37 H 2.35196 4.61466 -0.61195
38 H 1.44962 3.17961 -1.03638
39 H 2.61960 3.18542 2.48701
40 H 2.41009 1.53567 1.91115
41 H 3.01929 1.84842 3.54698
42 H 0.90172 4.18635 4.11949
43 H 1.45395 2.96926 5.27498
44 H -0.26932 3.12246 4.88922
45 H 0.58150 -0.00655 3.22318
46 H -0.17319 0.72603 4.63375
47 H 1.57783 0.52303 4.61163
48 O 1.75522 -2.38855 -2.81370
49 P 1.58679 -1.14384 -1.82782
50 O 2.84908 -0.92732 -1.08869
51 O 0.31882 -1.30479 -0.94624
52 O 1.17575 0.09612 -2.77896
53 P -0.15343 0.10314 -3.84072
54 O -0.96981 -1.16218 -3.23364
55 O 0.33583 -0.17445 -5.19072
56 O -0.88184 1.34298 -3.40781
57 H 1.09143 -2.40665 -3.51453
58 H -0.69904 -1.40563 -2.31429
59 C 2.63397 -4.20433 1.51340
60 C 1.60014 -3.14513 1.07296
61 N 1.44749 -2.12355 2.10421
62 C 1.16179 -2.74992 3.38270
63 C 2.38638 -3.56620 3.86544
64 N 3.34358 -3.64084 2.71224
65 C 3.88675 -2.27557 2.38256
66 C 2.67660 -1.34040 2.16725
67 H 3.38561 -4.39019 0.74756
68 H 2.19322 -5.15193 1.82295
69 H 0.63611 -3.60518 0.86350
70 H 1.94462 -2.65507 0.16912
71 H 0.28736 -3.39077 3.27096
72 H 0.92448 -1.98323 4.12038
73 H 2.13751 -4.58975 4.14246
74 H 2.91520 -3.09157 4.69120
75 H 4.11788 -4.25052 2.96014
76 H 4.48953 -2.38859 1.48208
77 H 4.52473 -1.97160 3.21173
78 H 2.79735 -0.81260 1.21962
79 H 2.60193 -0.61985 2.97550

## Properties
**Net charge**: 0
**Energy relative to the best compared isomer or geometry (same formula, charge and spin)**: 0.486 eV



# 2
The following is a DFT calculation (wB97M-V/def2-TZVPD) of a molecular structure, C23H45AlCl8F5N4O5P.

Element x y z (Å)
1 C -0.42550 -2.05858 -0.85086
2 C -0.15410 -2.30959 -2.34286
3 P 1.57386 -2.84751 -2.70435
4 C 1.85075 -2.27151 -4.42955
5 C 2.63594 -1.55224 -1.81062
6 C 4.17556 -1.80142 -2.07431
7 F 4.82526 -1.37949 -0.95922
8 F 4.62092 -1.02673 -3.09254
9 C 4.62014 -3.23912 -2.37889
10 F 4.22199 -4.02604 -1.36261
11 F 5.96554 -3.23990 -2.41521
12 C 2.31253 -0.05487 -2.18429
13 N 1.92933 0.64697 -0.89867
14 C 2.40880 -0.25900 0.06077
15 N 2.87427 0.05475 1.25654
16 N 2.47425 -1.53364 -0.35806
17 H -0.26307 -1.02024 -0.57849
18 H -1.49315 -2.23775 -0.67235
19 H 0.10275 -2.75740 -0.19689
20 H -0.42963 -1.45879 -2.97379
21 H -0.77473 -3.14747 -2.68081
22 H 1.83424 -3.13081 -5.10119
23 H 1.06997 -1.55716 -4.70996
24 H 2.81069 -1.75310 -4.51769
25 H 4.26048 -3.60544 -3.34514
26 H 1.50022 0.07802 -2.90168
27 H 3.19895 0.45084 -2.55749
28 H 0.91618 0.52769 -0.81353
29 H 2.45037 0.74591 1.85819
30 H 3.66097 -0.46957 1.62266
31 H 1.91458 -2.22050 0.12723
32 C -1.95565 3.17971 5.58889
33 O -2.81921 2.35352 4.92385
34 C -3.71714 3.03518 4.02246
35 C -3.49867 2.59413 2.59974
36 N -2.20140 3.00819 2.07417
37 C -1.90864 2.46487 0.74533
38 C -1.77855 0.95101 0.61098
39 O -0.63571 0.40777 1.26561
40 C -0.82299 0.11808 2.64487
41 H -1.37517 2.58564 6.30374
42 H -1.22209 3.65237 4.86356
43 H -2.48220 3.99345 6.13819
44 H -3.59462 4.11608 4.13324
45 H -4.73450 2.77976 4.31956
46 H -4.29161 3.04300 1.99647
47 H -3.62579 1.50401 2.56445
48 H -1.47946 2.70626 2.71690
49 H -0.97650 2.91743 0.39906
50 H -2.69463 2.80396 0.06509
51 H -1.65442 0.72280 -0.45162
52 H -2.68336 0.42593 0.93257
53 H -1.85392 -0.16492 2.86387
54 H -0.54024 0.96864 3.27441
55 H -0.17524 -0.71738 2.91069
56 C -0.69971 -1.92494 -7.44150
57 C -1.73448 -1.96993 -6.34747
58 O -1.43131 -1.93486 -5.17296
59 C -3.17154 -2.07855 -6.79241
60 H 0.29644 -1.85298 -7.01231
61 H -0.76456 -2.82602 -8.05291
62 H -0.87618 -1.06489 -8.08921
63 H -3.30842 -2.99253 -7.37161
64 H -3.43704 -1.22573 -7.41984
65 H -3.82528 -2.11117 -5.92116
66 C -2.73120 -1.17926 6.41600
67 Cl -2.90018 0.14907 7.57346
68 Cl -3.92088 -0.99439 5.12085
69 Cl -1.09610 -1.13520 5.71552
70 Cl -2.97157 -2.70640 7.23312
71 C -5.96968 -0.20720 -5.82193
72 O -6.08158 -1.46965 -5.53932
73 H -6.95825 0.31366 -5.60228
74 H -5.22216 0.36726 -5.24644
75 H -5.86499 0.04007 -6.90614
76 C 7.63446 -0.28706 2.41245
77 C 6.38138 -0.80623 3.07120
78 O 5.84761 -0.23061 3.98952
79 C 5.79415 -2.07994 2.51982
80 H 7.95290 0.63346 2.89412
81 H 8.41726 -1.04096 2.50624
82 H 7.45338 -0.10558 1.35142
83 H 6.57358 -2.88627 2.64165
84 H 5.52698 -1.95987 1.46158
85 H 4.92027 -2.36496 3.09925
86 C -4.89559 7.04698 3.48633
87 Cl -5.83267 8.51761 3.39025
88 Cl -3.66081 7.01154 2.22510
89 Cl -4.08463 6.97609 5.07816
90 Cl -5.95526 5.64380 3.31780
91 Al -0.43988 5.25331 5.67995
92 F 7.08890 -3.51345 4.03327

## Properties
**Net charge**: +2



# 3
The following is a DFT calculation (wB97M-V/def2-TZVPD) of a molecular structure, C23H45BeCl6F2N6O13S2.

Element x y z (Å)
1 C -8.34233 -3.95306 -5.22413
2 C -8.26587 -2.63345 -4.20203
3 O -6.82849 -2.28308 -4.03680
4 C -6.63821 -0.81894 -4.08087
5 O -7.43281 0.07558 -3.45255
6 C -5.34621 -0.22659 -4.91782
7 C -4.46657 0.84059 -3.99964
8 C -2.90214 0.31953 -3.75092
9 N -2.72512 0.22091 -2.25290
10 C -2.39979 -1.20275 -1.80858
11 N -1.25495 -1.87461 -2.22710
12 N -3.29532 -1.92237 -0.82487
13 C -3.54485 -1.11862 0.42108
14 C -5.10176 -0.92965 0.87209
15 C -6.16978 -0.64621 -0.33568
16 S -7.02000 -2.31932 -0.67555
17 H -7.88705 -3.68350 -6.28252
18 H -7.64088 -4.76507 -4.71199
19 H -9.45016 -4.36613 -5.32306
20 H -8.88790 -1.73949 -4.67749
21 H -8.73252 -2.98692 -3.16431
22 H -5.64166 0.26821 -5.94923
23 H -4.64018 -1.14281 -5.13743
24 H -4.43797 1.91318 -4.52151
25 H -4.94864 1.02796 -2.93326
26 H -2.66362 -0.69408 -4.29582
27 H -2.21821 1.19122 -4.18638
28 H -1.92813 0.87604 -1.99232
29 H -0.71942 -1.66472 -3.09664
30 H -0.92586 -2.66495 -1.62189
31 H -4.15297 -2.32141 -1.25801
32 H -3.02592 -0.07159 0.37032
33 H -3.00929 -1.70345 1.31239
34 H -5.13110 0.03914 1.57217
35 H -5.48883 -1.80942 1.57538
36 H -7.02415 0.07496 0.04843
37 H -5.69064 -0.29982 -1.34912
38 H -5.99557 -3.31336 -0.63910
39 O -6.03812 1.51304 2.73693
40 H -6.99771 1.52503 2.87146
41 H -5.68371 1.91810 3.54273
42 N 0.74500 1.18095 -3.33297
43 O 0.16251 1.31668 -2.24424
44 O 1.40992 2.11914 -3.80266
45 O 0.66258 0.10720 -3.95191
46 Be -4.64803 -3.29530 0.99076
47 C -1.28574 -1.89337 4.04685
48 Cl -2.17428 -0.59344 3.24312
49 Cl -2.00001 -3.46963 3.68612
50 H -0.24992 -1.88413 3.69913
51 H -1.31398 -1.72872 5.12671
52 F 3.05949 -1.24392 0.46234
53 C 3.82293 -0.61211 -0.43910
54 C 3.23717 -0.09422 -1.58902
55 C 4.03086 0.56821 -2.52542
56 C 5.40471 0.69587 -2.30632
57 C 5.98409 0.16821 -1.15140
58 C 5.18840 -0.48426 -0.21002
59 H 2.16980 -0.21028 -1.74617
60 H 3.58129 0.98348 -3.42396
61 H 6.02410 1.20871 -3.03907
62 H 7.05423 0.26520 -0.98501
63 H 5.62080 -0.89254 0.69743
64 C 9.62492 4.33236 2.56108
65 C 10.24200 3.09041 1.92015
66 C 9.70499 2.80002 0.49976
67 O 8.40197 2.20978 0.47339
68 C 7.33516 3.13941 0.58826
69 N 10.04605 1.94224 2.81603
70 H 8.60265 4.16323 2.90883
71 H 10.21129 4.64008 3.43477
72 H 9.61215 5.17115 1.85822
73 H 11.31917 3.27698 1.83152
74 H 10.36979 2.06212 0.03407
75 H 9.74122 3.69240 -0.13705
76 H 7.56040 4.09068 0.09720
77 H 7.09197 3.30014 1.64006
78 H 6.45328 2.70412 0.11032
79 H 10.54019 1.13706 2.42843
80 H 9.06032 1.67280 2.75432
81 C 2.78778 -1.67021 6.21328
82 N 1.50854 -1.82799 6.95643
83 O 0.56086 -2.34046 6.34961
84 O 1.49192 -1.43292 8.12810
85 H 2.65816 -2.05798 5.20063
86 H 3.02659 -0.60498 6.19068
87 H 3.55195 -2.23744 6.74855
88 C 6.97529 -0.83848 6.43449
89 Cl 6.71250 -2.60070 6.42808
90 Cl 5.42571 -0.00585 6.15154
91 Cl 7.63660 -0.34237 8.01287
92 Cl 8.12650 -0.40497 5.14546
93 O -9.63850 3.93567 -1.62674
94 S -8.90425 2.69994 -1.95444
95 O -7.61331 3.04556 -2.57682
96 O -9.70089 1.88920 -2.89338
97 O -8.66441 1.92912 -0.72076
98 F 2.34994 -1.41996 2.39443

## Properties
**Net charge**: -1



# 4
The following is a DFT calculation (wB97M-V/def2-TZVPD) of 2 unconnected molecules or ions with the total composition C23H45F3N2O9P.

Element x y z (Å)
1 C 3.96678 4.54431 2.35668
2 C 3.48298 4.34226 0.83687
3 O 2.02870 4.44353 0.68755
4 C 1.43838 3.13280 0.95189
5 C 1.37771 2.30074 -0.41278
6 C 1.26636 0.71230 -0.23523
7 F 1.43879 0.16863 -1.56542
8 N -0.11615 0.25309 0.18251
9 O -0.44004 -0.99828 -0.26835
10 C -0.27536 0.34832 1.67335
11 C 0.94722 -0.22265 2.52784
12 F 0.94199 -1.67151 2.62540
13 N 0.81589 0.38417 3.88865
14 C 0.17492 -0.42585 4.72626
15 C 0.99233 -0.85192 6.05321
16 C -1.31770 -0.96994 4.58249
17 O 2.25090 0.15158 2.07437
18 C 2.42657 0.05091 0.65328
19 F 3.61730 0.81854 0.35589
20 C 2.78731 -1.44846 0.15191
21 C 3.77105 -2.21911 1.15593
22 C 4.70430 -3.18584 0.24590
23 C 6.02075 -3.68062 1.02989
24 O 5.87530 -4.63927 1.82136
25 O 7.30245 -3.08678 0.87761
26 C 7.22136 -1.67239 1.20875
27 C 6.95409 -1.39474 2.77809
28 H 3.56337 5.50988 2.80171
29 H 5.11289 4.47521 2.44974
30 H 3.57441 3.66760 2.99893
31 H 3.91375 3.39831 0.35988
32 H 3.92043 5.23215 0.25162
33 H 2.07227 2.67001 1.77575
34 H 0.38364 3.28310 1.38909
35 H 0.41002 2.63079 -0.95250
36 H 2.22291 2.50103 -1.14321
37 H -0.82352 0.90316 -0.23180
38 H -1.26169 -0.97096 -0.81150
39 H -0.53687 1.42411 1.94443
40 H -1.21109 -0.27001 1.93709
41 H 0.50374 -0.23881 6.90363
42 H 0.86091 -1.94904 6.31585
43 H 2.07326 -0.50085 6.00287
44 H -1.32891 -1.65268 3.65526
45 H -1.57788 -1.52597 5.53730
46 H -2.02322 -0.09628 4.35237
47 H 3.36676 -1.28544 -0.83139
48 H 1.86793 -2.05687 -0.12484
49 H 3.23374 -2.89048 1.89680
50 H 4.46742 -1.45438 1.63649
51 H 4.15071 -4.14672 -0.05669
52 H 4.99107 -2.67626 -0.74155
53 H 8.24216 -1.19615 0.97096
54 H 6.46516 -1.10503 0.55058
55 H 6.12434 -0.59386 2.81147
56 H 6.52857 -2.29991 3.32808
57 H 7.88478 -0.98984 3.30274
58 O -3.75434 -0.19920 -2.63062
59 P -4.98331 0.50596 -3.22711
60 O -6.10594 -0.59909 -2.71490
61 C -6.52112 -0.47361 -1.35526
62 C -7.26726 0.82655 -1.09764
63 O -4.65164 -0.04174 -4.76049
64 C -3.39081 -0.61040 -5.10997
65 C -3.35890 -2.10314 -4.82226
66 O -6.28088 1.43278 -3.85078
67 C -6.65429 1.40912 -5.23533
68 C -7.26337 0.09653 -5.70891
69 H -5.64623 -0.54177 -0.70008
70 H -7.17065 -1.32225 -1.13261
71 H -6.62435 1.69608 -1.25317
72 H -7.63565 0.86063 -0.06908
73 H -8.11928 0.92125 -1.77615
74 H -2.57279 -0.07960 -4.61558
75 H -3.24502 -0.45209 -6.18214
76 H -3.75921 -2.35093 -3.83597
77 H -2.33933 -2.49005 -4.88753
78 H -3.98098 -2.63695 -5.54449
79 H -5.79668 1.70077 -5.84701
80 H -7.39566 2.20196 -5.38060
81 H -6.70957 -0.79054 -5.40516
82 H -7.32774 0.08721 -6.80004
83 H -8.27024 -0.02712 -5.30017

## Properties
**Net charge**: +1



# 5
The following is a DFT calculation (wB97M-V/def2-TZVPD) of 11 unconnected molecules or ions with the total composition C23H45FN11O25.

Element x y z (Å)
1 C 1.07827 -1.09826 -1.55969
2 C 2.49033 -0.58560 -1.04594
3 O 2.85805 0.50355 -1.36049
4 O 3.21999 -1.48737 -0.22548
5 C 2.89804 -1.37938 1.12257
6 O 3.74786 -1.68939 1.91053
7 C 1.51341 -0.91555 1.68918
8 C 1.81491 -0.24092 3.07921
9 N 1.22133 -0.78209 4.19697
10 C 1.41722 -0.28562 5.45943
11 C 2.29212 0.83676 5.71336
12 C 2.94636 1.45942 4.53309
13 C 3.88305 2.66179 4.83766
14 O 3.66597 3.80223 4.57337
15 O 5.10103 2.33776 5.46548
16 C 2.68942 0.91521 3.17954
17 C 3.38152 1.63302 1.97641
18 C 2.68558 3.07289 1.83965
19 C 1.57923 3.07428 0.69072
20 F 0.29075 3.31643 1.25927
21 H 0.29705 -0.48558 -1.03666
22 H 0.96794 -2.17199 -1.24559
23 H 1.03908 -0.97852 -2.66812
24 H 0.91978 -0.25064 1.01622
25 H 0.91874 -1.84481 1.90417
26 H 0.60858 -1.59405 4.07148
27 H 0.88191 -0.76391 6.31711
28 H 2.48984 1.25338 6.73118
29 H 5.02774 2.51489 6.42163
30 H 3.22322 1.13180 0.99061
31 H 4.48993 1.71262 2.14371
32 H 3.44483 3.88920 1.67749
33 H 2.13411 3.35415 2.77607
34 H 1.54661 2.10986 0.12848
35 H 1.80155 3.95760 0.03372
36 C 0.98396 -5.74923 0.22545
37 N -0.20460 -4.87598 0.41004
38 O -0.00932 -3.71711 0.75744
39 O -1.28761 -5.37169 0.20271
40 H 1.87899 -5.17322 0.44489
41 H 0.88596 -6.58678 0.91306
42 H 0.98399 -6.08638 -0.81100
43 C -0.91846 -7.71152 -3.65741
44 N 0.33196 -6.90682 -3.72993
45 O 0.87073 -6.60578 -2.67356
46 O 0.72962 -6.60671 -4.83244
47 H -1.14970 -7.90293 -2.61325
48 H -1.70892 -7.13236 -4.12857
49 H -0.74148 -8.64243 -4.19126
50 C -1.67584 1.79740 3.17090
51 N -2.17260 0.84137 4.19714
52 O -1.36950 0.43053 5.02722
53 O -3.34016 0.53393 4.14201
54 H -0.61835 1.97946 3.34458
55 H -1.83476 1.34517 2.19544
56 H -2.24693 2.71610 3.27410
57 C -2.66097 4.03158 -1.43087
58 N -2.07986 3.11635 -0.41371
59 O -1.22478 2.33291 -0.78466
60 O -2.50187 3.21517 0.72278
61 H -2.19509 3.83255 -2.38601
62 H -3.73053 3.83528 -1.47465
63 H -2.45869 5.05115 -1.10819
64 C -0.82734 6.64190 -5.11419
65 N -1.36987 5.69791 -4.10192
66 O -0.60852 5.30357 -3.23821
67 O -2.54124 5.38733 -4.21084
68 H 0.21974 6.82683 -4.89246
69 H -0.94000 6.17552 -6.09054
70 H -1.40470 7.56124 -5.04717
71 C -2.21198 -1.56545 7.62961
72 N -0.97892 -1.66898 8.45683
73 O -0.00378 -1.01032 8.11056
74 O -1.02441 -2.39792 9.41809
75 H -2.02646 -0.88019 6.80706
76 H -2.44161 -2.56222 7.25868
77 H -3.00623 -1.19149 8.27185
78 C -1.02764 -6.32121 -8.57577
79 N -1.54632 -7.26878 -7.55390
80 O -0.76069 -7.68425 -6.72258
81 O -2.72532 -7.56349 -7.62184
82 H 0.02965 -6.15341 -8.39088
83 H -1.18239 -6.77507 -9.55220
84 H -1.58907 -5.39468 -8.47836
85 C 1.02719 7.23871 0.59522
86 N 0.14725 7.48513 -0.57737
87 O -1.05504 7.36349 -0.41378
88 O 0.69113 7.79053 -1.61787
89 H 0.40733 6.97700 1.44781
90 H 1.69530 6.41999 0.33647
91 H 1.58072 8.15481 0.78782
92 C -1.93090 -10.81254 -7.74167
93 N -1.32818 -11.74266 -6.75053
94 O -0.49752 -12.53160 -7.15458
95 O -1.71356 -11.64348 -5.60025
96 H -1.49680 -11.01179 -8.71765
97 H -3.00337 -10.99317 -7.75213
98 H -1.70531 -9.80073 -7.41801
99 C -2.78439 9.86512 1.41972
100 N -1.62987 9.83936 2.35723
101 O -0.51264 9.83782 1.87171
102 O -1.88582 9.82141 3.54320
103 H -2.40695 9.87881 0.40126
104 H -3.37368 8.96922 1.60121
105 H -3.35837 10.76453 1.63172

## Properties
**Net charge**: +1



Number 1: largest force on an atom 0.8 eV/A, HOMO-LUMO gap 0.222 hartree. Number 2: largest force on an atom 1.2 eV/A, HOMO-LUMO gap 0.033 hartree. Number 3: largest force on an atom 8.9 eV/A, HOMO-LUMO gap 0.046 hartree. Number 4: largest force on an atom 9.0 eV/A, HOMO-LUMO gap 0.298 hartree. Number 5: largest force on an atom 3.1 eV/A, HOMO-LUMO gap 0.299 hartree.